A molecular structure, C32H30F7INO6S2 in a non-equilibrium geometry. Source: the Open Molecules 2025 dataset; level of theory: ωB97M-V/def2-TZVPD.

E_HOMO: -5.67 eV
LUMO energy: 0.0766 Ha
E: -96239.051 eV
Frontier orbital gap: 7.76 eV
Maximum force: 0.0747 hartree/bohr
Total charge: -1

Last column: Mulliken charge in e.
Geometry (Å):
1 O 3.22 -5.82 0.43  -0.55
2 C 3.94 -4.94 0.84  0.24
3 O 4.54 -5.01 2.07  -0.50
4 C 4.21 -3.68 0.04  -0.50
5 C 2.93 -2.80 0.16  -0.88
6 N 3.33 -1.40 0.09  0.37
7 S 3.64 -0.85 -1.50  -0.24
8 C 2.71 -0.56 1.08  -0.78
9 I 3.58 1.43 0.94  0.34
10 C 3.12 -1.05 2.54  0.57
11 O 4.05 -1.87 2.62  -0.72
12 O 2.50 -0.53 3.44  -0.66
13 S 0.88 -0.25 0.87  1.54
14 O 0.56 0.85 1.74  -0.62
15 O 0.56 0.14 -0.48  -0.70
16 C -0.23 -1.60 1.50  0.48
17 F 0.24 -2.14 2.62  -0.23
18 F -1.36 -1.00 1.84  -0.26
19 C -0.63 -2.79 0.57  0.74
20 F -1.78 -3.28 1.08  -0.28
21 F 0.22 -3.81 0.63  -0.29
22 C -0.93 -2.49 -0.92  0.48
23 F -1.58 -3.57 -1.41  -0.31
24 F 0.15 -2.37 -1.65  -0.17
25 F -1.74 -1.47 -1.07  -0.26
26 H 3.97 -4.60 2.73  0.35
27 H 4.47 -3.89 -0.99  0.44
28 H 5.01 -3.16 0.55  0.40
29 H 2.50 -3.05 1.13  0.47
30 H 2.27 -3.11 -0.65  0.42
31 H 2.69 0.05 -1.82  0.13
32 C -6.06 -6.56 -0.17  -0.36
33 C -4.93 -5.92 -0.67  -0.54
34 C -4.45 -4.77 -0.04  -0.06
35 C -5.09 -4.28 1.08  -0.46
36 C -6.22 -4.92 1.58  -0.40
37 C -6.70 -6.06 0.96  -0.46
38 H -6.44 -7.45 -0.66  0.38
39 H -4.43 -6.31 -1.54  0.38
40 H -3.58 -4.27 -0.44  0.31
41 H -4.71 -3.39 1.57  0.41
42 H -6.71 -4.53 2.46  0.38
43 H -7.58 -6.55 1.34  0.43
44 C -10.58 -4.70 0.48  -0.38
45 C -11.90 -4.40 0.16  -0.39
46 C -12.18 -3.50 -0.86  -0.44
47 C -11.14 -2.90 -1.56  -0.30
48 C -9.82 -3.20 -1.23  -0.62
49 C -9.54 -4.10 -0.21  0.15
50 H -10.37 -5.40 1.28  0.35
51 H -12.71 -4.88 0.70  0.35
52 H -13.21 -3.27 -1.11  0.35
53 H -11.36 -2.21 -2.36  0.36
54 H -9.01 -2.73 -1.78  0.37
55 H -8.52 -4.32 0.05  0.20
56 C 2.70 6.58 1.84  -0.43
57 C 2.86 7.57 0.88  -0.39
58 C 3.74 7.39 -0.18  -0.43
59 C 4.46 6.20 -0.28  -0.52
60 C 4.30 5.21 0.67  -0.37
61 C 3.43 5.40 1.74  -0.30
62 H 2.02 6.73 2.66  0.36
63 H 2.29 8.49 0.95  0.36
64 H 3.86 8.16 -0.93  0.44
65 H 5.14 6.06 -1.11  0.47
66 H 4.86 4.29 0.59  0.38
67 H 3.31 4.63 2.48  0.40
68 C 7.23 8.73 -1.22  -0.30
69 C 7.38 9.72 -2.18  -0.44
70 C 8.26 9.54 -3.24  -0.36
71 C 8.98 8.35 -3.34  -0.37
72 C 8.82 7.36 -2.38  -0.39
73 C 7.95 7.55 -1.32  -0.44
74 H 6.54 8.88 -0.39  0.46
75 H 6.82 10.64 -2.10  0.35
76 H 8.39 10.31 -3.98  0.35
77 H 9.66 8.21 -4.17  0.35
78 H 9.38 6.44 -2.46  0.36
79 H 7.83 6.78 -0.57  0.44



A molecular structure, C15H18N4O10Pt in a non-equilibrium geometry. Source: the Open Molecules 2025 dataset; level of theory: ωB97M-V/def2-TZVPD.

E_HOMO (spin up / spin down): -8.27 / -8.19 eV
LUMO energy (spin up / spin down): -0.0374 / -0.0341 Ha
E: -45521.360 eV
Frontier orbital gap (spin up / spin down): 7.26 / 7.26 eV
Energy above the lowest of the compared OMol25 structures with the same formula, charge and spin: 147.1 kJ/mol
Maximum force: 0.0587 hartree/bohr

Last column: Mulliken charge in e.
Geometry (Å):
1 Pt 0.68 -0.16 -0.50  1.30
2 C 0.38 4.74 0.16  -1.05
3 N -0.47 3.77 0.84  0.14
4 C -1.74 4.23 1.36  -0.96
5 C -0.07 2.49 0.94  1.04
6 O 1.03 2.09 0.55  -0.77
7 C -1.07 1.49 1.51  -1.15
8 O -0.50 0.21 1.68  -0.41
9 C 0.32 0.05 2.81  -1.04
10 C 1.73 -0.36 2.40  1.16
11 O 1.97 -0.66 1.22  -0.94
12 N 2.67 -0.43 3.34  0.09
13 C 2.41 -0.27 4.77  -0.88
14 C 4.01 -0.88 2.99  -1.03
15 H -0.18 5.20 -0.66  0.37
16 H 0.71 5.52 0.84  0.36
17 H 1.24 4.22 -0.25  0.30
18 H -1.95 5.22 0.95  0.34
19 H -2.56 3.57 1.08  0.36
20 H -1.72 4.33 2.45  0.30
21 H -1.49 1.84 2.46  0.59
22 H -1.88 1.35 0.79  0.46
23 H 0.35 0.95 3.42  0.49
24 H -0.09 -0.78 3.41  0.46
25 H 1.58 0.40 4.96  0.32
26 H 2.20 -1.23 5.24  0.31
27 H 3.30 0.15 5.24  0.31
28 H 4.15 -0.82 1.92  0.31
29 H 4.74 -0.25 3.49  0.34
30 H 4.16 -1.92 3.31  0.35
31 O 1.92 -0.94 -4.07  -0.61
32 C 1.02 -0.74 -3.28  0.42
33 O 1.02 0.27 -2.44  -0.65
34 C -0.22 -1.62 -3.33  0.08
35 C -0.37 -2.40 -4.45  -0.60
36 C -1.47 -3.24 -4.59  -0.38
37 C -2.43 -3.31 -3.60  -0.34
38 C -2.30 -2.51 -2.49  -0.16
39 C -1.19 -1.63 -2.29  0.96
40 O -1.11 -0.93 -1.21  -0.87
41 N -3.35 -2.61 -1.48  0.90
42 O -3.89 -3.70 -1.35  -0.59
43 O -3.69 -1.60 -0.89  -0.55
44 N -1.62 -4.03 -5.80  1.03
45 O -2.61 -4.74 -5.89  -0.64
46 O -0.74 -3.98 -6.63  -0.63
47 H 0.38 -2.36 -5.23  0.58
48 H -3.27 -3.98 -3.70  0.58



C3H3NO in the gas phase in a non-equilibrium geometry. Source: the Open Molecules 2025 dataset; level of theory: ωB97M-V/def2-TZVPD.

E_HOMO: -10.15 eV
LUMO energy: 0.0387 Ha
E: -6694.538 eV
Frontier orbital gap: 11.20 eV
Energy above the lowest of the compared OMol25 structures with the same formula, charge and spin: 188.5 kJ/mol
Structure (SMILES): c1cnoc1
Maximum force: 0.0829 hartree/bohr

Last column: Mulliken charge in e.
Geometry (Å):
1 C 0.39 -0.42 -0.57  -0.62
2 C -0.54 -0.93 0.37  0.00
3 C 0.37 0.89 -0.42  -0.08
4 H 1.25 -0.85 -1.04  0.30
5 H -0.80 -1.75 1.04  0.37
6 H 1.00 1.69 -0.66  0.44
7 N -1.10 0.12 0.87  -0.32
8 O -0.57 1.26 0.42  -0.09



CH3NOS in the gas phase in a non-equilibrium geometry. Source: the Open Molecules 2025 dataset; level of theory: ωB97M-V/def2-TZVPD.

E_HOMO: -9.75 eV
LUMO energy: 0.0095 Ha
E: -15455.802 eV
Frontier orbital gap: 10.01 eV
Energy above the lowest of the compared OMol25 structures with the same formula, charge and spin: 290.1 kJ/mol
Maximum force: 0.0492 hartree/bohr

Last column: Mulliken charge in e.
Geometry (Å):
1 C 0.58 0.10 -0.46  -0.20
2 N -0.19 -0.91 -0.21  -0.37
3 O -1.92 0.98 -0.04  -0.56
4 S -1.87 -0.47 -0.08  0.38
5 H 1.72 0.06 -0.44  0.26
6 H -0.08 1.02 -0.70  0.32
7 H -1.96 -0.78 1.42  0.17



A gas-phase ion, C9H15F4N2O3P2 (charge +1) in a non-equilibrium geometry. Source: the Open Molecules 2025 dataset; level of theory: ωB97M-V/def2-TZVPD.

E_HOMO: -11.97 eV
LUMO energy: -0.1778 Ha
E: -48132.471 eV
Frontier orbital gap: 7.13 eV
Structure (SMILES): CCP(CC)c1c(C(F)(F)C(F)F)[nH]c[n+]1P(=O)(O)O
Maximum force: 0.1406 hartree/bohr
Total charge: +1

Last column: Mulliken charge in e.
Geometry (Å):
1 C -0.47 2.59 2.39  -0.64
2 C -0.95 1.05 1.96  -0.50
3 P -0.39 0.80 0.15  0.10
4 C -1.83 0.96 -1.10  -0.27
5 C -2.37 2.53 -0.99  -0.91
6 C 0.66 -0.77 -0.10  0.15
7 C 0.31 -2.26 -0.69  -0.34
8 C -1.16 -2.77 -1.20  0.69
9 F -2.32 -2.20 -0.47  -0.24
10 F -1.20 -4.26 -0.94  -0.29
11 C -1.22 -2.59 -2.83  0.15
12 F -0.01 -1.84 -3.27  -0.25
13 F -2.50 -1.92 -3.21  -0.24
14 N 1.61 -3.05 -0.66  -0.07
15 C 2.72 -2.18 -0.07  -0.11
16 N 2.12 -0.83 0.27  0.08
17 P 2.96 0.56 1.02  0.68
18 O 4.51 0.26 1.26  -0.64
19 O 2.87 1.99 0.01  -0.42
20 O 2.24 0.79 2.62  -0.46
21 H -0.34 2.71 3.55  0.29
22 H -1.30 3.33 1.96  0.31
23 H 0.52 2.86 1.78  0.01
24 H -2.14 1.05 2.10  0.41
25 H -0.45 0.33 2.73  0.35
26 H -1.50 0.81 -2.23  0.30
27 H -2.77 0.29 -0.81  0.25
28 H -2.90 2.90 -1.97  0.34
29 H -1.39 3.17 -0.74  0.28
30 H -3.07 2.68 -0.03  0.24
31 H -1.17 -3.64 -3.37  0.29
32 H 1.81 -4.04 -0.98  0.29
33 H 3.83 -2.51 0.11  0.42
34 H 2.31 2.70 0.48  0.38
35 H 2.98 0.49 3.25  0.35



A molecular structure, C3H7NO2. Source: the Open Molecules 2025 dataset; level of theory: ωB97M-V/def2-TZVPD.

E_HOMO: -7.80 eV
LUMO energy: 0.0152 Ha
E: -8806.257 eV
Frontier orbital gap: 8.21 eV
Energy above the lowest of the compared OMol25 structures with the same formula, charge and spin: 412.2 kJ/mol
Maximum force: 0.0095 hartree/bohr

Last column: Mulliken charge in e.
Geometry (Å):
1 C -0.57 0.28 -0.64  -0.15
2 C 1.66 -0.27 0.68  -1.08
3 C 0.41 0.47 0.40  0.55
4 N -1.80 -0.35 -0.25  -0.49
5 O -0.03 -0.28 -1.81  -0.47
6 O 0.09 1.53 1.07  -0.49
7 H -0.66 -0.95 -2.11  0.34
8 H -0.69 1.65 0.11  0.44
9 H -1.76 -1.01 0.51  0.19
10 H -2.60 0.25 -0.16  0.23
11 H 1.60 -1.30 0.31  0.27
12 H 2.49 0.22 0.16  0.27
13 H 1.88 -0.24 1.74  0.38